{"formula": "C47H35Cl3N5O9P2S4Yb", "method": "ωB97M-V with the def2-TZVPD basis set", "homo_lumo_gap_ev": 6.51, "de_lowest_kcal_mol": 0.0, "spin_multiplicity": 2, "total_charge": -2, "species": ["Yb", "O", "C", "O", "C", "C", "C", "C", "C", "N", "C", "O", "O", "H", "H", "H", "O", "P", "C", "P", "O", "C", "C", "C", "C", "C", "C", "C", "C", "C", "C", "C", "C", "C", "C", "C", "C", "C", "C", "C", "C", "C", "C", "C", "C", "H", "H", "H", "H", "H", "H", "H", "H", "H", "H", "H", "H", "H", "H", "H", "H", "H", "H", "H", "H", "H", "H", "S", "C", "S", "S", "Cl", "C", "Cl", "Cl", "C", "N", "O", "S", "O", "N", "C", "O", "C", "C", "C", "C", "C", "C", "H", "H", "H", "H", "N", "C", "C", "C", "C", "C", "N", "H", "H", "H", "H", "H", "H"], "coordinates": [[-17.96037, -7.57347, 12.40394], [-22.27486, -6.57326, 11.94812], [-21.16219, -7.08330, 11.76400], [-20.01662, -6.61049, 11.56715], [-21.14253, -8.60948, 11.86313], [-22.25471, -9.43824, 12.03695], [-22.03720, -10.80456, 12.01534], [-20.77326, -11.35245, 11.83112], [-19.71789, -10.45771, 11.68847], [-19.92954, -9.15002, 11.77656], [-18.27021, -10.87213, 11.35443], [-18.04711, -12.07409, 11.15825], [-17.49801, -9.87657, 11.34728], [-23.22781, -8.94903, 12.12379], [-22.90105, -11.46150, 12.17791], [-20.56807, -12.42375, 11.77093], [-19.10436, -6.71610, 14.26127], [-18.90489, -5.65057, 15.30042], [-17.55149, -4.43890, 15.04134], [-17.15524, -3.92992, 13.13365], [-17.70706, -5.18530, 12.48270], [-16.99702, -2.99778, 11.46499], [-18.19246, -2.95131, 10.75573], [-18.34984, -2.12882, 9.64218], [-17.24113, -1.49341, 9.09767], [-16.02126, -1.63496, 9.73463], [-15.89461, -2.38793, 10.90514], [-17.93252, -2.32318, 13.63684], [-17.10390, -1.26260, 13.97994], [-17.67427, -0.04534, 14.36367], [-19.05748, 0.10165, 14.40411], [-19.87166, -0.96192, 14.05937], [-19.31255, -2.15667, 13.61179], [-18.60434, -6.45527, 16.87873], [-19.26198, -7.66988, 17.05146], [-19.10945, -8.39074, 18.22205], [-18.30670, -7.90521, 19.24560], [-17.67385, -6.67596, 19.07059], [-17.83142, -5.93660, 17.90296], [-20.38260, -4.63509, 15.47523], [-20.57565, -3.82656, 16.57033], [-21.73437, -3.05990, 16.63692], [-22.68037, -3.07099, 15.61418], [-22.46593, -3.90508, 14.52033], [-21.33250, -4.71500, 14.45800], [-16.65357, -4.90118, 15.49685], [-17.78978, -3.54334, 15.66594], [-19.02352, -3.58350, 11.10431], [-19.33001, -2.02753, 9.17155], [-17.33948, -0.89721, 8.17743], [-15.13635, -1.16026, 9.29981], [-14.90399, -2.52704, 11.36530], [-16.01306, -1.37344, 13.93128], [-17.02010, 0.79129, 14.61952], [-19.50729, 1.05820, 14.69090], [-20.95765, -0.85948, 14.13363], [-19.94514, -2.90684, 13.13535], [-19.89783, -8.04290, 16.25574], [-19.59688, -9.36616, 18.32597], [-18.14649, -8.48686, 20.16394], [-17.04060, -6.26939, 19.86379], [-17.36135, -4.94445, 17.80930], [-19.85981, -3.82518, 17.39670], [-21.88752, -2.44199, 17.52137], [-23.56082, -2.42363, 15.66574], [-23.21222, -3.94708, 13.71539], [-21.22468, -5.42887, 13.64208], [-13.02786, -6.03135, 13.61829], [-14.63545, -5.75950, 13.81429], [-15.00865, -3.99844, 13.46878], [-15.77625, -6.84766, 14.35374], [-14.30907, -11.76052, 14.27591], [-13.64723, -10.43741, 13.36061], [-12.85583, -11.02227, 11.88776], [-12.51753, -9.43825, 14.34319], [-14.71819, -9.53832, 12.92388], [-15.46942, -8.74430, 12.52916], [-16.56768, -11.33496, 17.61354], [-17.03409, -11.83635, 16.33807], [-16.56879, -13.07421, 15.76131], [-16.79962, -10.55421, 15.21528], [-17.93707, -10.06731, 14.78744], [-18.08669, -9.11261, 13.98263], [-19.15889, -10.69454, 15.36214], [-20.48360, -10.35588, 15.14910], [-21.44931, -11.09719, 15.81720], [-21.09344, -12.11596, 16.68575], [-19.74987, -12.43145, 16.91542], [-18.81036, -11.70820, 16.23411], [-20.74337, -9.51964, 14.49972], [-22.51383, -10.87872, 15.65918], [-21.87300, -12.68614, 17.18427], [-19.45677, -13.23220, 17.59794], [-15.63586, -8.91115, 9.63299], [-15.93063, -7.61383, 9.41055], [-15.08073, -6.80660, 8.58556], [-15.51502, -5.57108, 8.19237], [-16.76743, -5.11834, 8.62678], [-17.47660, -5.86770, 9.54233], [-17.03125, -7.06155, 9.98093], [-14.70289, -9.24346, 9.40639], [-16.22013, -9.44242, 10.32651], [-14.13703, -7.24213, 8.22506], [-14.90327, -4.95424, 7.53165], [-17.18950, -4.18057, 8.24610], [-18.43952, -5.54561, 9.94263]], "forces_ev_per_a": [[-0.570, 0.274, -0.026], [0.486, 0.684, -0.371], [-0.599, -1.381, 0.685], [0.395, 0.965, -0.108], [0.218, -1.058, 0.207], [0.271, 0.876, -0.409], [-0.815, -0.682, 0.408], [0.234, 0.122, -0.232], [-0.315, -0.220, 0.040], [0.461, 0.588, -0.269], [-0.770, -0.548, 0.596], [0.031, 0.811, -0.077], [0.448, 0.223, -0.262], [0.246, -0.397, 0.047], [0.352, 0.121, -0.151], [-0.162, 0.390, 0.040], [-0.361, 0.010, -0.082], [1.579, 0.929, -0.614], [-0.230, -0.657, 0.894], [0.730, 0.289, 0.235], [-0.487, -0.774, -0.172], [0.224, -1.114, -0.333], [-0.823, 0.397, -0.224], [-0.280, -0.566, 0.021], [-0.149, 0.494, -0.219], [0.620, 0.066, -0.224], [0.676, 0.416, -0.093], [0.017, -0.097, -0.193], [-0.042, 0.515, 0.374], [0.359, -0.074, -0.115], [0.091, 0.453, 0.370], [-0.371, -0.259, -0.244], [-0.186, 0.341, -0.155], [-0.578, -0.044, 0.001], [-0.038, -0.077, 0.085], [-0.181, -0.632, 0.170], [0.293, 0.130, 0.059], [0.199, 0.201, 0.506], [0.222, 0.340, 0.235], [-0.084, -0.944, -0.574], [-0.443, 0.365, 0.426], [0.038, 0.372, 0.517], [0.347, -0.013, -0.043], [-0.434, -0.066, -0.296], [-0.404, 0.081, 0.121], [-0.526, 0.219, -0.369], [0.004, -0.474, -0.550], [0.230, 0.509, -0.155], [0.241, -0.145, 0.035], [0.096, -0.235, 0.505], [-0.201, -0.165, 0.136], [-0.549, 0.245, -0.265], [-0.462, 0.059, 0.086], [-0.208, -0.174, -0.073], [0.207, -0.341, -0.001], [0.298, -0.028, -0.233], [0.104, 0.012, 0.557], [0.175, -0.003, 0.045], [0.127, 0.348, -0.050], [-0.105, 0.293, -0.476], [-0.189, -0.175, -0.201], [-0.123, -0.648, -0.044], [-0.184, 0.095, -0.269], [-0.057, -0.030, -0.199], [0.268, -0.285, 0.016], [0.416, -0.069, 0.312], [0.119, 0.328, 0.103], [0.761, -0.054, -0.090], [-0.407, 0.935, 0.042], [-0.312, -0.214, 0.050], [-0.081, -0.195, 0.654], [0.410, -0.355, -0.062], [-0.185, 0.786, 0.408], [0.338, -0.136, -0.203], [-0.216, -0.606, -0.279], [-1.297, 1.582, -0.922], [1.343, -1.944, 0.449], [-0.163, -1.168, -0.195], [-0.154, 3.385, -2.099], [-0.001, 0.014, 0.789], [-0.050, -1.139, 0.847], [0.321, 0.320, -0.055], [0.236, -0.107, 0.009], [0.046, -0.263, 0.224], [0.191, 0.104, -0.048], [-0.632, 0.188, -0.102], [0.089, -0.402, 0.241], [-0.495, -0.440, 0.313], [-0.100, -0.361, 0.325], [0.104, -0.243, 0.038], [0.487, -0.045, 0.062], [0.102, 0.076, -0.012], [-0.151, 0.239, -0.173], [-0.219, -0.360, 0.402], [0.386, 0.983, -0.047], [-0.002, -0.837, -0.002], [-0.162, 0.009, 0.032], [-0.527, 0.655, -0.318], [0.466, -0.120, -0.414], [-0.053, -0.759, 0.380], [-0.510, 0.243, 0.175], [0.464, 0.307, -0.616], [-0.445, 0.292, 0.212], [-0.162, -0.146, 0.177], [0.302, -0.378, 0.360], [0.386, -0.032, -0.013]], "lowdin_spin": [1.00, 0.00, 0.00, 0.00, 0.00, 0.00, 0.00, 0.00, 0.00, 0.00, 0.00, 0.00, 0.00, 0.00, 0.00, 0.00, 0.00, 0.00, 0.00, 0.00, 0.00, 0.00, 0.00, 0.00, 0.00, 0.00, 0.00, 0.00, 0.00, 0.00, 0.00, 0.00, 0.00, 0.00, 0.00, 0.00, 0.00, 0.00, 0.00, 0.00, 0.00, 0.00, 0.00, 0.00, 0.00, 0.00, 0.00, 0.00, 0.00, 0.00, 0.00, 0.00, 0.00, 0.00, 0.00, 0.00, 0.00, 0.00, 0.00, 0.00, 0.00, 0.00, 0.00, 0.00, 0.00, 0.00, 0.00, 0.00, 0.00, 0.00, 0.00, 0.00, 0.00, 0.00, 0.00, 0.00, 0.00, 0.00, 0.00, 0.00, 0.00, 0.00, 0.00, 0.00, 0.00, 0.00, 0.00, 0.00, 0.00, 0.00, 0.00, 0.00, 0.00, 0.00, 0.00, 0.00, 0.00, 0.00, 0.00, 0.00, 0.00, 0.00, 0.00, 0.00, 0.00, 0.00]}



{"formula": "C47H36Cl2N3O3PdS2", "method": "ωB97M-V with the def2-TZVPD basis set", "homo_lumo_gap_ev": [3.57, 3.57], "de_lowest_kcal_mol": 87.1, "total_charge": 3, "species": ["Pd", "Cl", "C", "C", "C", "Cl", "C", "C", "C", "C", "N", "C", "C", "O", "H", "H", "H", "H", "C", "C", "C", "C", "C", "C", "C", "S", "O", "C", "C", "C", "C", "C", "C", "C", "C", "C", "C", "C", "C", "C", "C", "C", "C", "C", "C", "C", "C", "S", "O", "C", "C", "C", "C", "C", "C", "C", "H", "H", "H", "H", "H", "H", "H", "H", "H", "H", "H", "H", "H", "H", "H", "H", "H", "H", "H", "H", "H", "H", "H", "H", "H", "H", "C", "N", "C", "C", "N", "C", "H", "H", "H", "H", "H", "H"], "coordinates": [[0.20878, -1.86222, -0.63430], [-2.74851, -6.15127, 0.63767], [-2.51980, -4.92660, 1.73526], [-3.09983, -4.90527, 2.96010], [-2.85486, -3.81352, 3.81298], [-3.61551, -3.89877, 5.29093], [-2.01600, -2.63974, 3.49156], [-1.91153, -1.58992, 4.50793], [-1.25193, -0.43151, 4.40052], [-0.48499, 0.00689, 3.20317], [-0.61144, -1.60827, 1.71768], [-1.42103, -2.64007, 2.26195], [-1.59906, -3.79907, 1.33493], [-1.00549, -3.88121, 0.28973], [-3.74813, -5.70592, 3.28920], [-2.42154, -1.77639, 5.43923], [-1.27521, 0.23660, 5.25254], [-0.04696, 0.99449, 3.31356], [-0.79807, -2.25934, -8.05617], [-0.63884, -1.82841, -6.63221], [0.41962, -2.31561, -5.86040], [0.58808, -1.91434, -4.54902], [-0.31462, -0.99610, -4.01952], [-1.38923, -0.49311, -4.75472], [-1.53801, -0.92271, -6.05736], [-0.13262, -0.52771, -2.35925], [-1.38406, -0.89609, -1.54236], [0.31445, 1.15278, -2.23252], [0.50447, 1.90139, -3.42084], [0.85128, 3.21276, -3.31636], [1.05005, 3.81816, -2.05226], [1.43422, 5.17573, -1.94696], [1.65962, 5.73909, -0.72481], [1.51333, 4.97278, 0.45467], [1.13074, 3.66599, 0.38617], [0.88071, 3.05240, -0.87060], [0.48203, 1.69621, -0.96708], [0.30625, 0.87488, 0.28449], [1.58174, 0.31552, 0.86365], [2.78713, 0.72232, 0.28260], [4.01813, 0.29264, 0.75795], [4.08044, -0.59128, 1.81864], [2.89667, -1.02965, 2.39774], [1.66229, -0.58519, 1.94874], [0.46287, -1.09497, 2.68681], [-1.26794, -0.23132, 1.90270], [-0.92851, 0.68239, 0.77117], [-2.47524, 1.32161, 0.06407], [-2.16600, 2.12080, -1.13278], [-2.82170, 2.41548, 1.43790], [-2.19311, 3.65278, 1.51598], [-2.50933, 4.50042, 2.56106], [-3.44753, 4.13553, 3.53201], [-3.81905, 5.08699, 4.62955], [-4.07063, 2.89363, 3.42291], [-3.77481, 2.03711, 2.37249], [-0.52089, -3.30433, -8.18537], [-0.14051, -1.66651, -8.69626], [-1.81801, -2.11761, -8.40621], [1.11040, -3.02673, -6.29411], [1.39577, -2.31057, -3.94606], [-2.09001, 0.20659, -4.31541], [-2.36978, -0.55360, -6.64298], [0.37844, 1.44296, -4.38867], [0.98975, 3.80590, -4.21082], [1.55178, 5.75792, -2.85146], [1.95684, 6.77642, -0.65280], [1.70597, 5.43276, 1.41453], [1.01283, 3.08692, 1.29349], [2.77792, 1.42504, -0.53751], [4.92487, 0.66747, 0.30070], [5.03244, -0.92620, 2.20843], [2.93720, -1.71866, 3.23262], [0.75047, -1.84619, 3.42044], [-2.34791, -0.31336, 2.02468], [-1.49942, 3.95675, 0.74271], [-2.03724, 5.47339, 2.62155], [-2.98487, 5.73338, 4.89694], [-4.15482, 4.55972, 5.52082], [-4.63861, 5.72952, 4.30074], [-4.82291, 2.61148, 4.14888], [-4.31105, 1.10067, 2.26406], [5.49153, -3.34882, -0.94481], [4.08299, -3.36927, -0.55363], [3.48377, -4.28109, 0.27694], [2.18209, -3.90811, 0.38727], [1.98962, -2.76952, -0.36268], [3.15570, -2.47731, -0.91676], [5.95786, -4.26849, -0.60494], [5.99495, -2.50041, -0.48602], [5.57526, -3.28894, -2.02700], [4.02401, -5.10833, 0.70276], [1.38601, -4.38554, 0.92744], [3.35576, -1.63913, -1.56219]], "forces_ev_per_a": [[-0.227, -0.499, 0.002], [-0.008, 0.011, 0.031], [-0.068, -0.032, 0.086], [-0.011, -0.094, -0.115], [0.051, 0.083, 0.042], [0.013, -0.007, -0.038], [-0.049, -0.093, 0.026], [0.017, 0.023, 0.014], [0.017, -0.033, -0.069], [0.016, 0.064, -0.034], [0.034, -0.105, 0.065], [0.012, 0.096, -0.033], [0.047, 0.012, -0.032], [0.074, 0.145, -0.076], [-0.006, 0.009, 0.021], [-0.004, -0.004, 0.001], [0.003, 0.010, 0.003], [-0.023, -0.001, 0.054], [0.012, -0.006, -0.025], [0.004, 0.006, 0.013], [-0.003, 0.009, 0.023], [-0.016, 0.015, -0.033], [0.023, -0.040, 0.038], [0.008, 0.024, 0.030], [0.007, 0.001, 0.014], [-0.460, -0.118, 0.143], [0.497, 0.246, -0.214], [0.020, 0.075, 0.033], [0.000, -0.012, 0.086], [-0.007, -0.032, -0.010], [0.002, 0.020, -0.025], [0.007, 0.007, 0.013], [0.003, -0.010, -0.015], [0.000, -0.027, -0.012], [-0.028, -0.001, 0.009], [-0.017, -0.025, 0.038], [0.044, 0.024, 0.030], [-0.056, 0.046, -0.109], [0.058, 0.092, -0.051], [-0.029, 0.031, 0.102], [0.033, -0.022, -0.006], [-0.020, -0.007, 0.016], [0.027, 0.042, 0.005], [-0.093, 0.031, -0.052], [0.044, -0.051, -0.031], [-0.009, 0.128, -0.014], [0.132, -0.074, 0.107], [-0.045, -0.030, 0.067], [-0.002, 0.094, -0.037], [0.041, 0.017, -0.067], [-0.024, -0.029, -0.016], [-0.015, -0.018, 0.018], [0.023, -0.028, -0.026], [-0.028, 0.030, 0.010], [0.009, 0.024, 0.015], [0.006, -0.022, -0.001], [-0.003, -0.003, -0.002], [-0.004, 0.003, 0.000], [-0.003, -0.003, 0.000], [0.003, -0.004, 0.001], [0.006, 0.001, -0.006], [0.007, 0.004, 0.009], [0.001, 0.001, -0.006], [-0.020, -0.021, -0.039], [-0.003, 0.001, -0.003], [-0.003, 0.001, -0.008], [-0.001, 0.005, 0.000], [0.002, -0.001, 0.006], [-0.009, 0.022, 0.009], [-0.001, -0.021, -0.021], [0.000, -0.003, 0.000], [0.004, 0.000, 0.004], [0.000, -0.012, 0.003], [0.017, -0.011, -0.024], [-0.008, 0.008, -0.034], [0.008, -0.002, 0.000], [-0.002, 0.003, -0.001], [0.004, -0.004, 0.005], [0.004, -0.002, 0.002], [0.005, 0.003, 0.007], [-0.006, -0.002, 0.002], [-0.014, -0.001, -0.003], [0.072, 0.009, -0.025], [-0.092, 0.008, 0.046], [-0.014, 0.011, 0.008], [0.069, 0.007, 0.029], [-0.074, -0.054, 0.046], [0.038, 0.074, -0.021], [-0.001, -0.001, -0.009], [-0.007, -0.007, 0.007], [-0.003, -0.003, 0.005], [0.005, -0.009, -0.008], [0.004, -0.005, 0.008], [-0.011, 0.015, -0.002]], "mulliken_charge": [0.56, -0.01, 0.03, -0.82, 0.83, -0.04, 1.37, -1.10, -1.68, 0.88, 1.21, -0.16, -0.27, -0.53, 0.54, 0.49, 0.55, 0.72, -1.52, 0.83, -0.85, -0.59, 0.26, -0.20, -0.91, 1.90, -0.79, 1.64, -1.18, -1.33, 0.63, -1.06, -0.81, -0.83, -0.64, 0.96, -0.42, -0.71, 1.07, -0.47, -1.35, -1.02, -0.48, 0.17, -0.45, -2.41, 0.78, 0.13, -0.53, 0.58, -0.38, -1.00, 0.82, -1.50, -1.01, -0.17, 0.41, 0.31, 0.39, 0.44, 0.48, 0.60, 0.40, 0.60, 0.47, 0.52, 0.43, 0.54, 0.48, 0.64, 0.52, 0.50, 0.50, 0.80, 1.20, 0.62, 0.47, 0.40, 0.39, 0.31, 0.46, 0.52, -0.83, 0.19, -0.69, -0.77, 0.41, -1.04, 0.33, 0.33, 0.35, 0.44, 0.46, 0.70]}



Result set for energy: -206209.8438; -110102.6495 eV, one per record in the order listed.